Version one
C3H4F2S | wB97M-V/def2-TZVPD

Each line ends with the Löwdin charge.
Geometry (Å):
C  -1.081  -0.463  0.325  -0.40
C  0.153  -0.192  -0.449  -0.56
C  1.159  0.758  0.010  -0.45
H  -0.988  -0.478  1.458  0.18
H  -0.138  -0.291  -1.514  0.14
H  1.099  1.256  0.966  0.08
H  1.626  1.406  -0.669  0.06
F  -1.554  -1.642  -0.115  0.06
F  -1.991  0.550  -0.053  0.01
S  1.716  -0.904  0.043  0.88

Results
- charge = 0
- 2S+1 = 1
- SMILES = FC(F)[C@H]1CS1
- Kohn-Sham gap (eV) = 10.18

Version two
C3H4F2S | wB97M-V/def2-TZVPD

Each line ends with the Löwdin charge.
Geometry (Å):
C  0.389  -0.537  0.438  -0.52
C  -0.504  0.721  0.456  -0.19
C  -0.810  -0.334  -0.427  -0.32
H  2.150  0.501  -0.926  -0.15
H  0.261  -1.261  1.267  0.12
H  -1.065  1.016  1.316  0.15
H  -0.574  -0.249  -1.468  0.16
F  -0.038  1.872  -0.274  -0.04
F  -1.875  -1.184  -0.246  0.02
S  2.066  -0.545  -0.136  0.78

Results
- charge = 0
- 2S+1 = 1
- SMILES = F[C@@H]1C(S)[C@H]1F
- Kohn-Sham gap (eV) = 10.03

How far above the most stable structure does each one sit? In kcal/mol: version one 0.0; version two 26.4.

Version one
C39H41BrHgN9O5S2 | wB97M-V/def2-TZVPD

Each line ends with the Mulliken spin population.
Geometry (Å):
Hg  -0.117  -0.039  1.132  0.00
C  4.584  -2.143  -4.734  0.00
C  4.062  -2.201  -3.322  0.00
C  4.081  -3.384  -2.594  0.00
C  3.652  -3.415  -1.274  0.00
C  3.181  -2.260  -0.685  0.00
C  3.142  -1.073  -1.396  0.00
C  3.582  -1.045  -2.706  0.00
S  2.841  -2.228  1.069  0.00
O  3.608  -1.062  1.505  0.00
O  3.328  -3.491  1.590  0.00
N  1.309  -1.931  1.396  0.00
C  0.312  -2.886  1.343  0.00
C  0.481  -4.286  1.343  0.00
C  -0.631  -5.092  1.343  0.00
C  -1.908  -4.531  1.359  0.00
C  -1.990  -3.155  1.350  0.00
N  -0.928  -2.359  1.344  0.00
H  4.853  -3.136  -5.093  0.00
H  5.475  -1.511  -4.783  0.00
H  3.844  -1.715  -5.413  0.00
H  4.438  -4.295  -3.061  0.00
H  3.692  -4.322  -0.686  0.00
H  2.747  -0.194  -0.912  0.00
H  3.561  -0.112  -3.261  0.00
H  1.478  -4.694  1.334  0.00
H  -0.517  -6.170  1.337  0.00
H  -2.796  -5.148  1.353  0.00
H  -2.953  -2.652  1.355  0.00
N  1.723  0.768  2.823  0.00
C  2.202  1.929  3.570  0.00
C  1.079  2.901  3.952  0.00
C  0.430  3.637  2.772  0.00
N  -0.591  2.826  2.127  0.00
H  1.151  0.196  3.439  0.00
H  2.497  0.185  2.516  0.00
H  2.939  2.468  2.965  0.00
H  2.714  1.620  4.494  0.00
H  1.495  3.642  4.640  0.00
H  0.301  2.341  4.481  0.00
H  1.191  3.876  2.021  0.00
H  0.026  4.593  3.143  0.00
H  -1.026  3.320  1.358  0.00
H  -1.314  2.553  2.785  0.00
Br  -7.233  -3.986  -2.248  0.00
C  -7.266  -2.543  -0.989  0.09
C  -6.427  -2.573  0.117  -0.04
C  -6.444  -1.528  1.018  0.11
C  -7.327  -0.422  0.856  -0.02
C  -8.148  -0.430  -0.304  0.06
C  -8.118  -1.467  -1.211  -0.02
N  -7.552  0.540  1.778  0.17
N  -6.750  0.820  2.783  0.35
C  -5.393  0.736  2.759  -0.16
C  -4.752  0.684  4.013  0.18
C  -3.394  0.481  4.159  -0.18
C  -2.515  0.331  3.063  0.16
O  -1.255  0.078  3.219  0.10
C  -3.112  0.555  1.763  0.08
N  -2.279  0.595  0.686  0.04
C  -2.744  0.878  -0.512  -0.06
C  -4.083  1.202  -0.730  0.08
C  -4.960  1.162  0.333  -0.03
C  -4.517  0.785  1.609  0.04
H  -5.757  -3.410  0.266  0.00
H  -5.796  -1.555  1.884  0.01
H  -8.802  0.419  -0.465  0.01
H  -8.749  -1.449  -2.090  0.00
H  -5.394  0.743  4.885  0.02
H  -2.964  0.404  5.152  0.00
H  -2.023  0.858  -1.323  -0.01
H  -4.427  1.477  -1.719  0.01
H  -5.994  1.445  0.197  -0.01
N  3.337  2.112  0.133  0.00
C  2.594  2.460  -0.956  0.00
S  0.953  2.633  -0.891  0.00
N  3.255  2.651  -2.151  0.00
C  4.496  3.222  -2.418  0.00
C  4.853  3.411  -3.759  0.00
C  6.045  4.022  -4.095  0.00
C  6.920  4.457  -3.108  0.00
C  6.578  4.259  -1.778  0.00
C  5.386  3.649  -1.427  0.00
H  2.753  1.745  0.879  0.00
H  4.145  1.530  -0.051  0.00
H  2.602  2.678  -2.918  0.00
H  4.168  3.086  -4.535  0.00
H  6.292  4.171  -5.139  0.00
H  7.848  4.946  -3.373  0.00
H  7.246  4.600  -0.996  0.00
H  5.120  3.529  -0.387  0.00
C  -0.466  -1.433  -3.372  0.00
C  0.064  -1.556  -1.930  0.00
O  0.487  -2.664  -1.577  0.00
O  0.016  -0.472  -1.264  0.00
H  -0.578  -2.426  -3.805  0.00
H  0.250  -0.861  -3.967  0.00
H  -1.421  -0.906  -3.379  0.00

Results
- charge = -2
- 2S+1 = 2
- Kohn-Sham gap (alpha / beta) (eV) = 3.53 / 4.61

Version two
C39H41BrHgN9O5S2 | wB97M-V/def2-TZVPD

Each line ends with the Mulliken spin population.
Geometry (Å):
Hg  0.293  0.615  1.227  0.00
C  -7.039  -1.248  -1.074  0.00
C  -6.049  -0.191  -0.668  0.00
C  -4.710  -0.281  -1.031  0.00
C  -3.802  0.697  -0.658  -0.01
C  -4.243  1.779  0.077  0.00
C  -5.565  1.879  0.464  0.00
C  -6.466  0.895  0.098  0.00
S  -3.093  3.095  0.495  0.00
O  -2.567  3.592  -0.766  0.00
O  -3.843  4.113  1.220  0.00
N  -1.871  2.453  1.303  0.00
C  -1.912  2.214  2.609  0.00
C  -2.972  2.563  3.485  0.00
C  -2.826  2.369  4.832  0.00
C  -1.642  1.822  5.333  0.00
C  -0.680  1.444  4.418  0.00
N  -0.809  1.610  3.110  0.00
H  -6.547  -2.042  -1.631  0.00
H  -7.830  -0.826  -1.699  0.00
H  -7.509  -1.682  -0.191  0.00
H  -4.368  -1.131  -1.605  0.00
H  -2.758  0.608  -0.910  0.01
H  -5.873  2.732  1.050  0.00
H  -7.503  0.961  0.409  0.00
H  -3.862  3.004  3.068  0.00
H  -3.629  2.643  5.506  0.00
H  -1.492  1.684  6.394  0.00
H  0.255  0.997  4.732  0.00
N  1.370  2.880  1.123  0.00
C  2.371  3.377  0.191  0.00
C  3.447  2.327  -0.090  0.00
C  2.988  1.180  -0.995  0.00
N  2.137  0.233  -0.284  0.00
H  0.603  3.536  1.231  0.00
H  1.785  2.702  2.036  0.00
H  2.865  4.291  0.583  0.00
H  1.869  3.643  -0.745  0.00
H  3.769  1.898  0.857  0.00
H  4.304  2.826  -0.553  0.00
H  3.890  0.671  -1.379  0.00
H  2.443  1.579  -1.858  0.00
H  2.716  -0.270  0.429  0.00
H  1.785  -0.459  -0.940  0.00
Br  7.133  -5.105  0.859  0.00
C  5.258  -5.470  0.897  0.09
C  4.403  -4.751  0.075  -0.04
C  3.066  -5.056  0.065  0.10
C  2.546  -6.118  0.852  -0.01
C  3.453  -6.788  1.710  0.06
C  4.786  -6.469  1.737  -0.03
N  1.320  -6.649  0.708  0.20
N  0.298  -6.070  0.172  0.32
C  0.006  -4.760  0.261  -0.15
C  -0.843  -4.248  -0.740  0.18
C  -1.165  -2.914  -0.830  -0.19
C  -0.714  -1.969  0.111  0.20
O  -1.006  -0.710  0.027  0.10
C  0.055  -2.474  1.212  0.06
N  0.419  -1.571  2.155  0.04
C  0.994  -1.993  3.260  -0.06
C  1.210  -3.341  3.525  0.07
C  0.929  -4.268  2.541  -0.02
C  0.384  -3.857  1.324  0.05
H  4.781  -3.947  -0.542  0.00
H  2.394  -4.507  -0.580  0.01
H  3.063  -7.555  2.366  0.01
H  5.467  -6.981  2.407  0.00
H  -1.180  -4.952  -1.492  0.03
H  -1.778  -2.557  -1.648  -0.02
H  1.286  -1.238  3.975  0.00
H  1.609  -3.658  4.477  0.01
H  1.095  -5.320  2.725  0.00
N  -0.297  3.537  -2.223  0.00
C  -0.177  2.362  -2.874  0.00
S  -0.454  0.911  -2.124  0.00
N  0.348  2.317  -4.155  0.00
C  -0.012  2.998  -5.303  0.00
C  0.456  2.492  -6.526  0.00
C  0.113  3.086  -7.718  0.00
C  -0.696  4.217  -7.735  0.00
C  -1.163  4.723  -6.531  0.00
C  -0.834  4.131  -5.330  0.00
H  -0.988  3.515  -1.464  0.00
H  -0.255  4.403  -2.736  0.00
H  0.681  1.379  -4.343  0.00
H  1.082  1.610  -6.519  0.00
H  0.457  2.653  -8.647  0.00
H  -0.979  4.678  -8.670  0.00
H  -1.816  5.583  -6.528  0.00
H  -1.255  4.526  -4.420  0.00
C  4.625  -0.121  3.763  0.00
C  3.514  -0.060  2.682  0.00
O  3.710  -0.753  1.671  0.00
O  2.556  0.709  2.898  0.00
H  5.243  -0.995  3.583  0.00
H  4.202  -0.161  4.763  0.00
H  5.241  0.773  3.675  0.00

Results
- charge = -2
- 2S+1 = 2
- Kohn-Sham gap (alpha / beta) (eV) = 3.60 / 4.66

How far above the most stable structure does each one sit? In kcal/mol: version one 5.1; version two 0.0.

Version one
C3H9N2O | wB97M-V/def2-TZVPD

Each line ends with the Löwdin charge.
Geometry (Å):
C  -1.326  -0.305  -0.020  -0.13
C  0.060  -0.738  -0.393  -0.09
C  1.181  -0.034  0.390  -0.50
N  2.421  -0.569  0.297  0.19
O  0.907  0.833  1.207  0.07
N  -1.437  1.237  0.018  0.19
H  -1.587  -0.604  1.014  0.15
H  -2.125  -0.692  -0.613  0.12
H  0.218  -1.813  -0.228  0.14
H  0.108  -0.592  -1.496  0.14
H  3.157  0.119  0.211  0.13
H  2.554  -1.481  -0.137  0.13
H  -0.508  1.484  0.436  0.12
H  -2.297  1.691  0.309  0.17
H  -1.325  1.465  -0.994  0.18

Results
- charge = +1
- 2S+1 = 1
- SMILES = NC(=O)CC[NH3+]
- Kohn-Sham gap (eV) = 11.36

Version two
C3H9N2O | wB97M-V/def2-TZVPD

Each line ends with the Löwdin charge.
Geometry (Å):
C  1.931  -1.002  0.564  -0.08
C  -2.642  0.642  -1.275  0.05
C  1.213  -0.056  -0.150  0.16
N  -1.310  -0.781  -0.144  0.11
N  -2.402  -0.149  -0.081  -0.42
O  -3.127  -0.176  0.870  0.10
H  2.836  -0.378  0.872  0.18
H  1.237  -1.196  1.406  0.13
H  2.335  -1.784  -0.050  0.10
H  -1.783  0.940  -1.768  0.08
H  -3.300  1.441  -1.133  0.10
H  -3.117  -0.002  -1.956  0.10
H  0.840  0.769  0.541  0.14
H  1.146  -0.005  -1.241  0.12
H  -1.119  -1.453  0.657  0.12

Results
- charge = +1
- 2S+1 = 1
- Kohn-Sham gap (alpha / beta) (eV) = 7.70 / 7.70

Version three
C3H9N2O | wB97M-V/def2-TZVPD

Each line ends with the Löwdin charge.
Geometry (Å):
C  -1.191  -1.209  0.743  -0.06
C  1.501  0.984  -0.764  -0.02
C  -0.116  -0.233  0.641  -0.15
N  -1.523  1.529  -0.302  0.14
N  1.045  -0.347  -0.260  -0.03
O  -2.563  1.085  -0.118  0.06
H  -2.140  -0.752  0.606  0.05
H  -1.087  -1.940  -0.049  0.10
H  -1.269  -1.666  1.646  0.07
H  1.930  0.993  -1.769  0.10
H  0.454  1.484  -0.895  0.09
H  2.247  1.440  -0.053  0.13
H  0.156  0.375  1.446  0.11
H  1.860  -0.892  0.213  0.23
H  0.696  -0.851  -1.085  0.18

Results
- charge = +1
- 2S+1 = 1
- Kohn-Sham gap (alpha / beta) (eV) = 8.76 / 8.26

Version four
C3H9N2O | wB97M-V/def2-TZVPD

Each line ends with the Löwdin charge.
Geometry (Å):
C  -0.901  -0.484  0.571  -0.22
C  0.192  -1.089  -0.425  -0.11
C  2.235  0.000  0.034  -0.09
N  1.561  1.101  -0.028  0.25
N  -1.644  0.536  -0.205  -0.01
O  1.545  -1.096  0.090  0.03
H  -1.541  -1.353  1.047  0.15
H  -0.575  0.088  1.412  0.10
H  -0.109  -2.159  -0.810  0.18
H  0.144  -0.415  -1.293  0.11
H  3.251  -0.153  0.253  0.17
H  0.554  1.054  -0.265  0.11
H  1.992  2.028  -0.015  0.17
H  -2.380  0.204  -0.920  0.14
H  -2.106  1.152  0.330  0.02

Results
- charge = +1
- 2S+1 = 1
- SMILES = NCCOC=[NH2+]
- Kohn-Sham gap (eV) = 9.78

How far above the most stable structure does each one sit? In kcal/mol: version one 0.0; version two 149.8; version three 122.0; version four 40.3.